Entry 1:
Below is C28H52NO7PTi as an isolated structure, with properties calculated with ωB97M-V/def2-TZVPD.

Summary:
Highest occupied orbital energy (spin up / spin down) = -11.14 / -12.43 eV
Orbital gap (spin up / spin down) = 8.89 / 10.34 eV
Energy above the lowest of the compared OMol25 structures with the same formula, charge and spin = 0.388 eV
Calculated total energy = -2870.401134 a.u.
Spin multiplicity = 2
Net charge = +1
Lowest unoccupied orbital energy (spin up / spin down) = -2.3 / -2.1 eV

Atoms and positions in Å:
Ti  -1.9399  -0.9659  -0.8967
O  -2.8884  0.4482  0.5461
C  -3.6808  -0.3333  1.4744
C  -2.9202  -1.6056  1.7955
N  -2.6691  -2.3982  0.5736
C  -3.8940  -3.0379  0.0321
C  -4.2610  -2.4737  -1.3370
O  -4.9721  -3.0532  -2.1040
O  -3.7372  -1.2678  -1.5339
C  -1.5374  -3.3511  0.6582
C  -0.8050  -3.5102  -0.6900
O  -0.0672  -4.4439  -0.8499
O  -1.0133  -2.5365  -1.5571
H  -3.4571  1.0861  0.0929
H  -4.6457  -0.5553  1.0159
H  -3.8424  0.2399  2.3873
H  -3.4903  -2.1756  2.5363
H  -1.9579  -1.3461  2.2340
H  -4.7374  -2.8395  0.6971
H  -3.7797  -4.1183  -0.0257
H  -1.8587  -4.3332  1.0055
H  -0.8048  -2.9649  1.3675
O  -0.1990  -0.4575  0.1290
P  1.0846  0.2967  0.4994
C  2.1994  0.3473  -0.9334
C  3.6409  0.8499  -0.6405
C  4.6453  0.2293  -1.6182
C  4.0528  0.2015  -3.0234
C  2.8550  -0.7646  -3.0911
C  2.2110  -0.9806  -1.7161
C  0.5868  1.9976  0.8722
C  -0.3216  2.1081  2.1027
C  -1.0811  3.4429  2.0526
C  -0.2277  4.5586  1.4253
C  1.2508  4.3031  1.6980
C  1.7206  3.0394  0.9572
C  1.9289  -0.4167  1.9484
C  0.8943  -0.8984  2.9985
C  1.4392  -2.0608  3.8233
C  1.7094  -3.2894  2.9427
C  2.2270  -2.8899  1.5506
C  2.9337  -1.5425  1.6197
H  1.7186  1.0950  -1.5788
H  3.9443  0.6422  0.3872
H  3.6684  1.9334  -0.7528
H  4.9083  -0.7858  -1.3064
H  5.5698  0.8070  -1.5934
H  4.8061  -0.0791  -3.7589
H  3.7377  1.2175  -3.2852
H  3.1706  -1.7340  -3.4786
H  2.1085  -0.3863  -3.7949
H  2.7712  -1.7338  -1.1634
H  1.2072  -1.3918  -1.8271
H  -0.0346  2.2239  -0.0064
H  0.2986  2.0662  3.0011
H  -1.0225  1.2743  2.1557
H  -1.3741  3.7236  3.0660
H  -2.0066  3.3158  1.4845
H  -0.5355  5.5308  1.8090
H  -0.3873  4.5964  0.3424
H  1.4017  4.1851  2.7743
H  1.8641  5.1515  1.3950
H  2.5983  2.6238  1.4595
H  2.0370  3.3069  -0.0529
H  2.4876  0.4327  2.3595
H  -0.0099  -1.2344  2.4849
H  0.5967  -0.0740  3.6441
H  0.7311  -2.3091  4.6150
H  2.3552  -1.7447  4.3288
H  0.8012  -3.8899  2.8445
H  2.4394  -3.9309  3.4382
H  1.4068  -2.8173  0.8306
H  2.8908  -3.6569  1.1526
H  3.4807  -1.3368  0.7046
H  3.6857  -1.5615  2.4127
C  -4.2499  1.6786  -2.4733
C  -3.1628  0.9633  -3.2341
O  -2.0295  0.7285  -2.3473
C  -0.7512  0.8234  -3.0165
C  -0.3279  2.2548  -3.2485
H  -5.0707  1.9262  -3.1462
H  -3.8748  2.6093  -2.0425
H  -4.6593  1.0339  -1.6946
H  -2.8071  1.5684  -4.0665
H  -3.5033  0.0002  -3.6081
H  -0.7993  0.2454  -3.9426
H  -0.0431  0.3161  -2.3631
H  -1.0003  2.7776  -3.9276
H  0.6683  2.2731  -3.6948
H  -0.2948  2.8035  -2.3050

Cartesian forces, eV/Å:
0.2 0.4 -0.2
-0.1 -0.1 0.0
0.0 0.0 0.0
-0.1 -0.1 0.0
0.1 0.1 -0.1
0.0 0.0 0.1
0.0 0.1 -0.1
-0.1 0.0 0.0
0.1 -0.1 0.0
-0.1 0.0 0.0
0.0 0.0 0.0
0.0 0.0 0.0
-0.1 0.1 0.2
0.0 0.0 0.1
0.0 0.0 0.0
0.0 0.0 0.0
0.0 0.0 0.0
0.0 0.0 0.0
0.0 0.0 0.0
0.0 0.0 -0.1
0.0 0.0 0.0
0.0 0.0 0.0
-0.2 -0.1 -0.1
0.0 0.0 0.0
0.0 0.0 0.0
0.0 0.0 0.0
0.0 0.0 0.0
0.0 0.0 0.0
0.0 0.0 0.0
0.0 0.0 0.0
0.0 0.0 0.0
0.0 0.0 0.0
0.0 0.0 0.0
0.0 0.0 0.0
0.0 0.0 0.0
0.0 0.0 0.0
0.0 0.0 0.1
0.0 0.0 0.0
0.0 0.0 0.0
0.0 0.0 0.0
0.0 0.0 0.0
0.0 0.0 0.0
0.0 0.0 0.0
0.0 0.0 0.0
0.0 0.0 0.0
0.0 0.0 0.0
0.0 0.0 0.0
0.0 0.0 0.0
0.0 0.0 0.0
0.0 0.0 0.0
0.0 0.0 0.0
0.0 0.0 0.0
0.0 0.0 0.0
0.0 0.0 0.0
0.0 0.0 0.0
0.0 0.0 0.0
0.0 0.0 0.0
0.0 0.0 0.0
0.0 0.0 0.0
0.0 0.0 0.0
0.0 0.0 0.0
0.0 0.0 0.0
0.0 0.0 0.0
0.0 0.0 0.0
0.0 0.0 0.0
0.0 0.0 0.0
0.0 0.0 0.0
0.0 0.0 0.0
0.0 0.0 0.0
0.0 0.0 0.0
0.0 0.0 0.0
0.0 0.0 0.0
0.0 0.0 0.0
0.0 0.0 0.0
0.0 0.0 0.0
0.0 0.0 0.0
0.0 0.0 0.0
0.1 -0.2 0.1
-0.1 -0.1 -0.1
0.0 0.0 0.0
0.0 0.0 0.0
0.0 0.0 0.0
0.0 0.0 0.0
0.0 0.0 0.0
0.0 0.0 0.0
0.0 0.1 0.0
0.0 0.0 0.0
0.0 0.0 0.0
0.0 0.0 0.0
0.0 0.0 0.0

***

Entry 2:
Below is C28H53B3FIO13 as an isolated structure in a non-equilibrium geometry, with properties calculated with ωB97M-V/def2-TZVPD.

Summary:
Highest occupied orbital energy = -9.16 eV
Orbital gap = 9.35 eV
Calculated total energy = -2549.058628 a.u.
Lowest unoccupied orbital energy = 0.2 eV

Atoms and positions in Å:
O  10.1070  0.1970  -0.5992
C  9.2079  -0.5541  -0.5971
F  9.1918  -1.5730  0.2480
C  8.0021  -0.4446  -1.4652
B  7.1775  0.8234  -0.9767
O  7.6146  2.0965  -1.2771
B  6.6311  3.0664  -1.2417
I  6.5627  4.6648  -2.6516
O  5.6647  2.9389  -0.2797
B  5.1263  1.6475  -0.4465
C  3.6619  1.4695  -0.9503
C  2.8580  0.3684  -0.2447
C  1.4145  0.3196  -0.7065
C  0.6407  1.4636  -0.8921
C  -0.6730  1.4038  -1.3426
C  -1.2510  0.1668  -1.6152
C  -0.4993  -0.9799  -1.4010
C  0.8161  -0.9159  -0.9563
O  6.0293  0.6072  -0.2303
H  7.3830  -1.3218  -1.3147
H  8.2930  -0.3378  -2.5024
H  3.7190  1.2021  -2.0096
H  3.1806  2.4390  -0.9104
H  2.9043  0.4513  0.8386
H  3.2874  -0.5895  -0.5212
H  1.0571  2.4365  -0.6801
H  -1.2132  2.3233  -1.4904
H  -2.2655  0.1361  -1.9791
H  -0.9343  -1.9500  -1.5902
H  1.3618  -1.8347  -0.8072
C  7.5356  3.4110  -6.6283
O  6.8433  4.5550  -7.0754
C  7.4900  5.7692  -6.7288
C  7.2315  6.8365  -7.7694
O  7.9546  6.6720  -8.9787
C  7.5665  5.6336  -9.8651
C  6.2618  5.8775  -10.5900
O  5.1488  5.6724  -9.7362
C  4.0524  6.5026  -10.0408
H  7.4856  3.3241  -5.5377
H  7.0594  2.5386  -7.0736
H  8.5827  3.4348  -6.9510
H  8.5709  5.6176  -6.6315
H  7.0871  6.1091  -5.7649
H  7.5919  7.7813  -7.3556
H  6.1623  6.9525  -7.9558
H  7.5645  4.6631  -9.3664
H  8.3544  5.6071  -10.6216
H  6.1878  5.1717  -11.4284
H  6.2594  6.8981  -10.9895
H  4.3504  7.5567  -10.0816
H  3.3163  6.3826  -9.2477
H  3.5913  6.2201  -10.9944
C  -3.8819  -3.7091  3.2221
O  -4.8598  -2.7765  2.8189
C  -4.4107  -1.4335  2.8817
C  -5.0770  -0.5772  1.8276
O  -4.5976  -0.7815  0.5070
C  -4.9452  -1.9945  -0.1485
C  -6.4005  -2.0916  -0.5503
O  -7.2310  -2.3586  0.5671
C  -8.5139  -1.7866  0.4570
H  -3.6978  -3.6385  4.3007
H  -4.2611  -4.7038  2.9930
H  -2.9429  -3.5619  2.6767
H  -3.3243  -1.3850  2.7444
H  -4.6621  -1.0307  3.8726
H  -4.8279  0.4620  2.0554
H  -6.1633  -0.6657  1.8763
H  -4.6330  -2.8629  0.4333
H  -4.3524  -1.9965  -1.0668
H  -6.5138  -2.9175  -1.2658
H  -6.6999  -1.1581  -1.0402
H  -8.4542  -0.7147  0.2360
H  -9.0159  -1.9140  1.4146
H  -9.1065  -2.2836  -0.3197
C  -4.1910  -5.7041  10.7602
O  -5.2561  -5.6250  9.8410
C  -6.4818  -5.2371  10.4378
C  -7.3461  -4.4588  9.4705
O  -6.9209  -3.1254  9.2372
C  -5.7560  -2.9145  8.4543
C  -5.9279  -3.1996  6.9790
O  -5.9470  -4.5928  6.7199
C  -6.7637  -4.9394  5.6233
H  -4.3210  -6.5477  11.4479
H  -3.2755  -5.8530  10.1902
H  -4.0940  -4.7762  11.3352
H  -6.2989  -4.6205  11.3254
H  -7.0216  -6.1445  10.7406
H  -8.3317  -4.3595  9.9314
H  -7.4800  -5.0051  8.5352
H  -4.8983  -3.4519  8.8624
H  -5.5457  -1.8468  8.5532
H  -5.0813  -2.7583  6.4341
H  -6.8530  -2.7288  6.6277
H  -7.7721  -4.5238  5.7307
H  -6.8415  -6.0252  5.5926
H  -6.3268  -4.5898  4.6812

Cartesian forces, eV/Å:
1.2 0.8 0.1
-0.3 0.4 -0.9
-0.3 -0.9 0.6
-0.6 -0.2 0.8
0.6 -0.7 0.6
-0.6 0.0 -1.0
0.7 0.5 0.9
0.1 -0.1 0.1
-0.6 -0.1 -1.2
-0.2 0.2 1.1
0.3 -0.3 0.5
-0.4 0.1 -0.6
-0.2 -0.2 0.1
0.0 0.0 0.0
0.4 -0.5 0.0
0.3 0.4 0.2
-0.1 -0.1 -0.1
-0.3 0.5 -0.1
-0.2 0.3 -1.2
-0.1 -0.1 -0.2
0.2 0.1 -0.1
0.0 0.0 -0.2
-0.2 0.2 0.1
0.0 0.1 0.2
0.2 -0.2 0.2
0.1 0.1 0.0
-0.2 0.1 0.0
-0.1 -0.2 0.0
-0.1 -0.1 0.0
0.2 -0.1 0.0
-0.1 0.0 0.0
0.2 0.0 -0.2
-0.3 -0.1 0.0
0.0 0.1 0.0
0.0 0.0 0.0
0.1 0.0 0.0
-0.2 -0.2 0.0
0.1 0.2 0.2
0.0 -0.1 0.0
0.1 0.0 0.0
-0.1 0.0 0.0
0.0 0.0 0.1
0.0 0.0 0.0
0.2 0.1 0.0
0.0 0.0 0.0
0.0 -0.2 0.0
-0.2 0.0 0.1
0.0 0.0 0.0
0.1 0.1 -0.1
0.0 0.0 0.0
0.0 0.0 0.0
0.0 -0.1 0.0
0.0 0.1 0.0
-0.1 0.0 0.1
0.1 0.0 -0.3
-0.2 -0.1 0.1
0.0 0.1 0.0
0.0 -0.1 0.0
0.1 0.1 0.0
-0.1 -0.3 0.1
0.1 0.3 0.1
0.0 -0.1 0.0
0.1 -0.1 0.0
0.0 0.0 0.0
0.0 0.0 0.1
0.0 0.0 0.0
0.1 0.1 0.0
0.0 0.0 0.0
0.0 -0.2 0.0
-0.2 0.0 0.1
0.0 0.1 0.0
0.1 0.1 -0.1
0.0 0.0 0.0
0.0 0.0 0.0
0.0 -0.1 0.0
0.0 0.1 0.0
0.0 -0.1 -0.1
0.1 0.3 0.0
0.1 -0.2 -0.1
-0.1 0.0 0.0
0.0 0.0 0.0
0.1 0.1 0.1
0.2 -0.2 -0.1
-0.3 0.0 0.2
0.2 0.0 -0.1
0.0 0.1 0.1
0.0 -0.1 0.0
0.0 0.0 0.1
0.0 0.0 0.0
-0.1 0.1 0.1
0.0 0.0 0.0
0.2 -0.1 0.0
0.0 -0.2 -0.1
0.0 0.0 0.0
-0.1 0.2 0.0
0.0 0.0 0.0
0.0 0.0 0.0
0.1 0.0 0.0
-0.1 0.1 0.0

***

Entry 3:
Below is C28H53BrN2S as an isolated structure, with properties calculated with ωB97M-V/def2-TZVPD.

Summary:
Highest occupied orbital energy = -8.87 eV
Orbital gap = 8.19 eV
Calculated total energy = -4180.400852 a.u.
Lowest unoccupied orbital energy = -0.7 eV

Atoms and positions in Å:
C  -7.2699  -1.4192  1.4487
C  -6.2515  -2.4575  0.9726
C  -5.5360  -2.0339  -0.3240
C  -5.2757  -2.9061  2.0766
C  -4.8079  -1.8323  3.0323
C  -4.8276  -2.1042  4.4316
C  -4.4140  -1.1882  5.3345
Br  -4.4427  -1.5927  7.1824
C  -3.9607  0.0789  4.9053
N  -3.5268  1.1071  5.6376
S  -3.1585  2.2767  4.6353
N  -3.5186  1.5797  3.2166
C  -3.9495  0.3574  3.5196
C  -4.3681  -0.6239  2.5861
H  -8.2506  -1.5900  1.0208
H  -6.9407  -0.4228  1.1689
H  -7.3895  -1.4053  2.5291
H  -6.8132  -3.3516  0.7167
H  -5.4124  -2.8991  -0.9644
H  -6.1555  -1.3182  -0.8582
H  -4.5642  -1.5874  -0.1467
H  -4.4292  -3.4235  1.6329
H  -5.7969  -3.6543  2.6726
H  -5.1825  -3.0632  4.7685
H  -4.3353  -0.3697  1.5432
C  -0.9903  -1.0133  1.2042
C  -0.1332  -0.0225  0.4259
C  -0.9487  1.1028  -0.2091
C  -1.9683  0.6492  -1.2543
C  -1.3776  -0.1434  -2.4182
C  -0.3648  0.6506  -3.2381
H  -1.7105  -1.5213  0.5584
H  -0.3751  -1.7830  1.6729
H  -1.5431  -0.4948  1.9907
H  0.4524  -0.5481  -0.3340
H  0.5889  0.4214  1.1176
H  -0.2615  1.8249  -0.6597
H  -1.4796  1.6444  0.5808
H  -2.4795  1.5338  -1.6469
H  -2.7441  0.0462  -0.7723
H  -2.1926  -0.4619  -3.0737
H  -0.9095  -1.0606  -2.0492
H  -0.8208  1.5510  -3.6545
H  0.0111  0.0497  -4.0680
H  0.4941  0.9512  -2.6357
C  1.8675  -2.9574  -3.6818
C  3.3174  -2.8287  -3.2243
C  3.8370  -1.3921  -3.2649
C  3.8510  -0.7510  -4.6536
C  4.6632  -1.5075  -5.7034
C  6.1465  -1.6164  -5.3613
H  1.7422  -2.6451  -4.7197
H  1.5279  -3.9915  -3.6070
H  1.2129  -2.3414  -3.0605
H  3.9526  -3.4810  -3.8293
H  3.3957  -3.1935  -2.1968
H  4.8449  -1.3684  -2.8412
H  3.2197  -0.7735  -2.6052
H  4.2491  0.2645  -4.5614
H  2.8246  -0.6370  -5.0141
H  4.5587  -0.9903  -6.6607
H  4.2484  -2.5081  -5.8526
H  6.5918  -0.6261  -5.2465
H  6.6883  -2.1372  -6.1519
H  6.3082  -2.1696  -4.4351
C  1.1361  3.7496  2.5970
C  2.0759  3.3884  1.4503
C  3.1207  2.3428  1.8339
C  4.1014  2.7712  2.9261
C  4.8987  4.0361  2.6129
C  5.7917  3.9022  1.3824
H  1.6633  4.1906  3.4442
H  0.3887  4.4722  2.2657
H  0.6116  2.8566  2.9456
H  2.5621  4.2876  1.0625
H  1.4685  2.9913  0.6323
H  3.6794  2.0561  0.9382
H  2.6039  1.4374  2.1686
H  4.7990  1.9473  3.1063
H  3.5618  2.9163  3.8663
H  5.5229  4.2751  3.4778
H  4.2227  4.8856  2.4828
H  6.5030  3.0832  1.5066
H  6.3613  4.8177  1.2168
H  5.2100  3.7113  0.4795

Cartesian forces, eV/Å:
0.3 0.2 0.2
0.1 -0.1 -0.1
-0.5 0.0 0.2
-0.5 0.0 0.3
0.2 0.1 -0.5
0.0 0.1 -0.1
0.0 -0.2 0.8
0.0 0.1 -0.1
0.1 0.3 0.2
-0.1 -0.3 0.6
-0.1 0.0 -0.7
0.3 0.6 0.4
-0.2 -0.4 -0.6
0.0 0.1 0.1
-0.1 0.0 -0.2
-0.1 0.2 0.0
0.0 -0.1 0.2
-0.1 -0.2 0.0
0.2 -0.1 -0.2
0.0 0.1 -0.2
0.2 0.1 0.0
0.2 0.0 -0.1
0.0 -0.1 0.1
-0.1 -0.2 0.1
0.0 0.0 -0.2
0.0 -0.1 0.0
0.0 0.0 0.1
0.0 0.1 0.0
0.0 0.0 0.0
0.0 0.1 -0.1
0.0 -0.2 0.0
0.0 0.0 0.0
0.0 0.0 0.0
0.0 0.0 0.0
0.0 0.0 0.0
0.0 0.0 -0.1
0.0 0.0 0.0
0.0 0.0 0.0
0.0 0.0 0.0
0.0 0.0 0.0
0.0 0.0 0.0
0.0 0.0 0.0
0.0 0.0 0.0
0.0 0.0 0.0
0.0 0.0 0.0
0.1 -0.1 0.0
-0.1 0.1 0.0
0.1 0.0 0.0
-0.1 0.0 0.0
0.1 0.1 0.0
-0.1 -0.1 -0.1
0.0 0.0 0.0
0.0 0.0 0.0
0.0 0.0 0.0
0.0 0.0 0.0
0.0 0.0 0.0
0.0 0.0 0.0
0.0 0.0 0.0
0.0 0.0 0.0
0.0 0.0 0.0
0.0 0.0 0.0
0.0 0.0 0.0
0.0 0.0 0.0
0.0 0.0 0.0
0.0 0.0 0.0
0.0 0.1 -0.1
-0.1 -0.1 0.1
0.0 0.0 -0.1
-0.1 0.0 0.1
0.1 -0.1 0.0
0.0 0.1 0.0
0.0 0.0 0.0
0.0 0.0 0.0
0.0 0.0 0.1
0.0 0.0 0.0
0.1 0.0 -0.1
0.0 0.0 0.0
0.0 0.0 0.0
0.0 0.0 0.0
0.0 0.0 0.0
0.0 0.0 0.0
0.0 0.0 0.0
0.0 0.0 0.0
0.0 0.0 0.0
0.0 0.0 0.0

***

Among the records above, which one has the highest calculated total energy? C28H53B3FIO13

***

Which of these has the highest calculated total energy? C28H53B3FIO13

***

Look up the calculated total energy of the third one. -4180.400852 a.u.